(1)
# C10H20NO

The ion C10H20NO with charge +1 at a distorted geometry (ωB97M-V/def2-TZVPD, OMol25).

CARTESIAN COORDINATES (ANGSTROEM)
C: 0.665 -0.690 1.937
C: 0.671 -0.146 0.748
C: 1.791 0.320 -0.134
C: 3.105 -0.460 0.144
O: 1.902 1.787 -0.001
C: 1.251 0.149 -1.624
C: -0.234 0.369 -1.427
N: -0.610 0.112 0.069
C: -1.325 1.346 0.618
C: -2.661 1.781 0.021
C: -1.566 -1.015 0.107
C: -1.019 -2.407 -0.264
H: -0.229 -0.858 2.607
H: 1.726 -0.889 2.323
H: 3.896 -0.115 -0.535
H: 2.891 -1.492 0.176
H: 3.356 -0.225 1.163
H: 2.541 2.162 0.662
H: 1.765 -0.782 -1.944
H: 1.663 0.904 -2.237
H: -0.489 1.403 -1.725
H: -0.784 -0.290 -2.038
H: -1.609 1.055 1.598
H: -0.598 2.233 0.708
H: -2.598 2.271 -0.984
H: -3.403 1.031 -0.004
H: -3.022 2.590 0.722
H: -2.080 -1.120 1.099
H: -2.252 -0.727 -0.576
H: -1.027 -2.628 -1.302
H: -0.044 -2.569 0.006
H: -1.677 -3.102 0.085

multiplicity = 1
energy above the lowest of the compared OMol25 structures with the same formula, charge and spin = 159.1 kJ/mol
HOMO = -14.14 eV
charge = +1
frontier orbital gap = 11.493 eV
total energy = -14223.78773 eV



(2)
# C10H20OP2

A structure of composition C10H20OP2 at a distorted geometry (ωB97M-V/def2-TZVPD, OMol25).

CARTESIAN COORDINATES (ANGSTROEM)
C: -1.832 0.024 0.682
C: 1.998 0.554 -0.062
C: -3.074 -2.060 1.034
C: -2.511 -1.568 -1.280
C: -3.732 0.346 0.139
C: 2.982 -0.948 1.486
C: 4.440 0.041 -0.493
C: 2.860 -1.807 -0.820
C: -2.775 -0.946 0.059
C: 3.071 -0.501 0.007
O: -0.368 1.946 1.363
P: 0.591 0.150 -0.789
P: -1.061 1.480 -0.062
H: 2.253 1.328 0.628
H: -4.065 -2.281 1.173
H: -2.498 -2.884 0.598
H: -2.661 -1.827 2.038
H: -2.222 -0.840 -1.988
H: -3.452 -1.910 -1.822
H: -1.842 -2.438 -1.211
H: -4.752 0.209 0.560
H: -3.673 0.859 -0.926
H: -3.178 1.077 0.918
H: 3.242 -0.164 2.010
H: 3.672 -1.738 1.721
H: 2.021 -1.317 1.727
H: 4.256 0.516 -1.481
H: 4.813 0.826 0.171
H: 5.110 -0.766 -0.460
H: 1.883 -2.377 -0.579
H: 3.613 -2.550 -0.578
H: 2.981 -1.508 -1.931
H: -0.668 1.404 2.083

multiplicity = 1
energy above the lowest of the compared OMol25 structures with the same formula, charge and spin = 308.4 kJ/mol
HOMO = -7.88 eV
charge = 0
frontier orbital gap = 7.705 eV
total energy = -31313.77501 eV



(3)
# C10H21BrO10Si2

A structure of composition C10H21BrO10Si2 at a distorted geometry (ωB97M-V/def2-TZVPD, OMol25).

CARTESIAN COORDINATES (ANGSTROEM)
O: -0.871 -2.491 0.523
C: -1.095 -1.095 0.567
C: 0.185 -0.332 0.065
O: -0.223 0.848 -0.620
C: 0.581 1.965 -0.328
O: -0.167 3.081 0.148
C: -0.924 2.666 1.303
Si: -1.202 4.050 2.572
Br: -3.072 3.433 3.753
O: 0.029 4.252 3.733
Si: 1.569 3.635 3.298
H: -1.590 -2.919 1.003
H: -2.008 -0.779 0.023
H: -1.240 -0.776 1.630
H: 0.681 -1.024 -0.652
H: 0.808 -0.152 0.960
H: 1.419 1.764 0.368
H: 1.037 2.289 -1.289
H: -0.522 1.733 1.763
H: -1.939 2.376 0.932
H: -1.566 5.271 1.858
H: 2.367 4.594 2.501
H: 1.527 2.305 2.675
H: 2.315 3.465 4.565
C: 1.103 3.501 -4.695
C: 1.262 2.265 -5.536
O: 2.668 2.226 -5.769
C: 3.268 2.920 -4.767
O: 4.438 2.938 -4.573
O: 2.355 3.588 -4.016
H: 0.282 3.419 -3.985
H: 0.965 4.403 -5.297
H: 0.964 1.356 -5.007
H: 0.713 2.322 -6.475
C: -0.731 -7.064 1.267
C: -1.500 -7.465 2.496
O: -2.048 -6.224 2.938
C: -2.110 -5.402 1.866
O: -2.671 -4.352 1.857
O: -1.455 -5.925 0.805
H: -0.712 -7.846 0.509
H: 0.295 -6.763 1.492
H: -2.318 -8.154 2.274
H: -0.866 -7.905 3.264

multiplicity = 1
HOMO = -10.02 eV
charge = 0
frontier orbital gap = 10.561 eV
total energy = -116984.80174 eV



(4)
# C10H21Cl2FGaO3S

A structure of composition C10H21Cl2FGaO3S (ωB97M-V/def2-TZVPD, OMol25).

CARTESIAN COORDINATES (ANGSTROEM)
C: 1.089 -2.054 1.634
C: 1.363 -1.302 0.356
Cl: 3.073 -0.937 0.112
C: 0.401 -0.929 -0.496
Cl: 0.898 -0.060 -1.954
Ga: -1.622 -1.224 -0.370
S: -2.183 -2.624 -2.141
C: -2.294 -2.177 1.287
C: -2.398 -3.698 1.130
O: -3.655 -4.103 0.578
C: -2.507 0.568 -0.722
C: -2.653 1.480 0.478
C: -1.540 1.417 1.499
F: -2.672 2.844 0.043
H: 0.580 -1.397 2.340
H: 0.505 -2.952 1.461
H: 2.029 -2.335 2.103
H: -1.711 -1.886 -3.153
H: -1.754 -1.927 2.198
H: -3.319 -1.824 1.452
H: -2.318 -4.204 2.094
H: -1.618 -4.094 0.473
H: -3.969 -3.380 0.034
H: -3.499 0.389 -1.140
H: -1.950 1.103 -1.493
H: -3.630 1.343 0.943
H: -1.788 2.057 2.350
H: -1.391 0.412 1.884
H: -0.617 1.802 1.070
C: 4.592 2.534 -1.756
C: 3.909 3.399 -0.718
O: 2.503 3.417 -0.937
O: 4.304 3.005 -3.065
H: 5.675 2.560 -1.624
H: 4.250 1.496 -1.658
H: 4.243 4.433 -0.816
H: 4.139 3.047 0.294
H: 2.160 2.541 -0.719
H: 3.374 3.261 -3.052

multiplicity = 1
energy above the lowest of the compared OMol25 structures with the same formula, charge and spin = 9.9 kJ/mol
HOMO = -5.27 eV
charge = -1
frontier orbital gap = 8.048 eV
total energy = -107828.83855 eV



(5)
# C10H21Cl2MoNO3P

A structure of composition C10H21Cl2MoNO3P at a distorted geometry (ωB97M-V/def2-TZVPD, OMol25).

CARTESIAN COORDINATES (ANGSTROEM)
C: 0.461 -2.563 -4.962
C: 0.486 -1.896 -3.649
H: 1.474 -2.585 -5.370
H: -0.198 -2.007 -5.640
H: 0.079 -3.586 -4.845
O: 1.425 -1.631 -2.915
Cl: -1.222 -1.384 -3.154
Mo: -0.582 -1.289 -0.908
P: 0.277 -1.980 1.078
C: 1.813 -2.089 2.039
C: -1.005 -2.602 2.234
H: -0.158 -3.144 -1.139
H: -0.152 -4.206 0.311
H: 1.413 -3.607 -0.354
C: 0.366 -3.355 -0.148
H: -1.967 -2.688 1.714
H: -0.670 -3.577 2.614
H: 1.867 -3.087 2.502
H: 1.816 -1.313 2.819
H: -1.109 -1.874 3.050
H: 2.674 -1.938 1.375
C: 0.862 0.088 -0.792
O: 1.840 0.717 -0.639
Cl: -2.650 -0.720 0.028
C: -1.933 4.842 -0.050
N: -1.399 3.778 -0.882
C: -1.252 4.006 -2.297
C: -1.023 2.554 -0.416
C: -1.054 2.291 1.058
O: -0.634 1.718 -1.273
H: -2.245 5.660 -0.707
H: -1.179 5.214 0.664
H: -2.802 4.484 0.526
H: -0.197 3.946 -2.598
H: -1.803 3.247 -2.865
H: -1.638 4.999 -2.527
H: -1.409 1.266 1.227
H: -0.029 2.364 1.455
H: -1.701 2.987 1.605

multiplicity = 3
energy above the lowest of the compared OMol25 structures with the same formula, charge and spin = 0.0 kJ/mol
HOMO (alpha / beta) = -19.38 / -19.17 eV
expectation value of S² = 2.02
charge = +3
frontier orbital gap (alpha / beta) = 7.635 / 5.236 eV
total energy = -54501.39452 eV



(6)
# C10H21Cl4N3O3

A cluster of 4 separate species, C10H21Cl4N3O3 in total at a distorted geometry (ωB97M-V/def2-TZVPD, OMol25).

CARTESIAN COORDINATES (ANGSTROEM)
Cl: 1.059 -0.673 0.994
C: 0.679 0.910 0.331
Cl: -0.553 1.688 1.326
Cl: 2.132 1.922 0.357
Cl: 0.112 0.765 -1.325
C: 4.970 4.084 -1.506
N: 6.008 3.386 -0.757
C: 5.739 3.119 0.627
C: 7.211 3.072 -1.307
O: 8.146 2.591 -0.718
H: 5.285 4.196 -2.541
H: 4.817 5.084 -1.085
H: 4.016 3.558 -1.442
H: 5.492 4.039 1.158
H: 4.929 2.389 0.703
H: 6.631 2.679 1.067
H: 7.227 3.268 -2.392
C: -1.453 -2.308 -2.609
N: -2.807 -2.145 -2.146
C: -2.971 -1.376 -0.949
C: -3.884 -2.509 -2.884
O: -5.033 -2.373 -2.544
H: -1.360 -2.974 -3.461
H: -0.832 -2.690 -1.795
H: -1.063 -1.315 -2.867
H: -3.916 -1.592 -0.473
H: -2.138 -1.560 -0.268
H: -2.903 -0.306 -1.201
H: -3.564 -3.006 -3.817
C: -2.969 -0.606 2.794
N: -3.375 -1.961 2.542
C: -4.802 -2.207 2.461
C: -2.484 -2.981 2.548
O: -2.745 -4.149 2.364
H: -3.640 0.107 2.310
H: -1.947 -0.335 2.540
H: -3.068 -0.355 3.866
H: -4.977 -3.278 2.487
H: -5.298 -1.768 3.331
H: -5.216 -1.770 1.552
H: -1.452 -2.620 2.728

multiplicity = 1
energy above the lowest of the compared OMol25 structures with the same formula, charge and spin = 19.5 kJ/mol
HOMO = -9.33 eV
charge = 0
frontier orbital gap = 9.154 eV
total energy = -71412.56742 eV



(7)
# C10H21ClN

The ion C10H21ClN with charge +1 at a distorted geometry (ωB97M-V/def2-TZVPD, OMol25).

CARTESIAN COORDINATES (ANGSTROEM)
C: 0.511 0.038 1.230
C: -0.890 -0.414 0.623
C: 1.714 0.682 0.593
C: 0.148 -2.475 -0.463
C: -1.905 -1.217 -1.459
C: 3.259 2.603 0.016
C: 0.714 2.633 -0.571
C: -2.562 -0.429 2.681
C: -0.611 -1.165 -0.636
C: 1.755 2.142 0.476
N: -1.751 -1.148 1.591
Cl: 2.892 -0.346 0.065
H: 0.120 0.669 2.180
H: 0.819 -0.932 1.699
H: 0.852 -2.673 -1.312
H: -0.470 -3.337 -0.172
H: 0.867 -2.508 0.355
H: -2.230 -0.262 -1.588
H: -2.655 -1.920 -1.107
H: -1.720 -1.616 -2.448
H: 3.409 3.667 -0.126
H: 3.578 2.005 -0.896
H: 3.889 2.350 0.830
H: -0.057 3.103 -0.017
H: 0.251 1.843 -0.990
H: 1.089 3.325 -1.372
H: -2.841 0.641 2.494
H: -3.363 -1.076 2.793
H: -1.890 -0.306 3.660
H: -0.058 -0.418 -1.189
H: 1.535 2.690 1.414
H: -2.435 -1.544 1.000
H: -1.313 -1.996 2.051

multiplicity = 1
energy above the lowest of the compared OMol25 structures with the same formula, charge and spin = 307.0 kJ/mol
HOMO (alpha / beta) = -10.69 / -13.22 eV
charge = +1
frontier orbital gap (alpha / beta) = 5.814 / 9.984 eV
total energy = -24711.43703 eV



- Which formula does entry 6 have?
  C10H21Cl4N3O3



Please write out number 7 again, unchanged.
# C10H21ClN

The ion C10H21ClN with charge +1 at a distorted geometry (ωB97M-V/def2-TZVPD, OMol25).

CARTESIAN COORDINATES (ANGSTROEM)
C: 0.511 0.038 1.230
C: -0.890 -0.414 0.623
C: 1.714 0.682 0.593
C: 0.148 -2.475 -0.463
C: -1.905 -1.217 -1.459
C: 3.259 2.603 0.016
C: 0.714 2.633 -0.571
C: -2.562 -0.429 2.681
C: -0.611 -1.165 -0.636
C: 1.755 2.142 0.476
N: -1.751 -1.148 1.591
Cl: 2.892 -0.346 0.065
H: 0.120 0.669 2.180
H: 0.819 -0.932 1.699
H: 0.852 -2.673 -1.312
H: -0.470 -3.337 -0.172
H: 0.867 -2.508 0.355
H: -2.230 -0.262 -1.588
H: -2.655 -1.920 -1.107
H: -1.720 -1.616 -2.448
H: 3.409 3.667 -0.126
H: 3.578 2.005 -0.896
H: 3.889 2.350 0.830
H: -0.057 3.103 -0.017
H: 0.251 1.843 -0.990
H: 1.089 3.325 -1.372
H: -2.841 0.641 2.494
H: -3.363 -1.076 2.793
H: -1.890 -0.306 3.660
H: -0.058 -0.418 -1.189
H: 1.535 2.690 1.414
H: -2.435 -1.544 1.000
H: -1.313 -1.996 2.051

multiplicity = 1
energy above the lowest of the compared OMol25 structures with the same formula, charge and spin = 307.0 kJ/mol
HOMO (alpha / beta) = -10.69 / -13.22 eV
charge = +1
frontier orbital gap (alpha / beta) = 5.814 / 9.984 eV
total energy = -24711.43703 eV



- Which value of multiplicity does entry 5 give?
  3